DFT (wB97M-V/def2-TZVPD) results for the ion C54H57F3N3O2 with charge +1 at a distorted geometry.

Calculated values
F_max	2.904	eV/A
E_HOMO	-10.00	eV
net charge	+1
M	837.06	g mol⁻¹

Bonds (Å) are listed after each position.
Element x y z (Å)
1 C -3.6670 -1.4499 -3.9337  C2 1.528, H41 1.096, H42 1.096, H43 1.098
2 C -3.5810 -2.0848 -2.5469  C1 1.528, C3 1.529, C4 1.530, H44 1.094
3 C -4.3283 -3.4166 -2.4713  C2 1.529, H45 1.098, H46 1.098, H47 1.097
4 C -4.0373 -1.1322 -1.4396  C2 1.530, C5 1.395, C12 1.407
5 C -5.3775 -0.7488 -1.3882  C4 1.395, C6 1.396, H48 1.091
6 C -5.8794 -0.0455 -0.2911  C5 1.396, C7 1.395, H49 1.093
7 C -5.0420 0.2672 0.7801  C6 1.395, C8 1.397, H50 1.092
8 C -3.7057 -0.1410 0.7682  C7 1.397, C9 1.532, C12 1.412
9 C -2.9376 -0.1661 2.0939  C8 1.532, C10 1.530, C11 1.521, H51 1.097
10 C -3.5983 -1.1340 3.0778  C9 1.530, H52 1.098, H53 1.096, H54 1.098
11 C -2.7981 1.2215 2.7000  C9 1.521, H55 1.096, H56 1.098, H57 1.096
12 C -3.1745 -0.6984 -0.4160  C4 1.407, C8 1.412, N13 1.447
13 N -1.8287 -1.2290 -0.4101  C12 1.447, N14 1.354, C39 1.401
14 N -1.7545 -2.5621 -0.1850  N13 1.354, N15 1.338
15 N -0.4779 -2.7896 0.1430  N14 1.338, C16 1.439, C28 1.394
16 C -0.0201 -4.0935 0.5429  N15 1.439, C17 1.397, C24 1.404
17 C -0.1231 -5.1643 -0.3488  C16 1.397, C18 1.532, C21 1.396
18 C -0.9631 -5.0759 -1.6271  C17 1.532, C19 1.530, C20 1.527, H58 1.095
19 C -1.9890 -6.2061 -1.7325  C18 1.530, H59 1.098, H60 1.099, H61 1.099
20 C -0.1259 -4.9012 -2.8921  C18 1.527, H62 1.098, H63 1.100, H64 1.099
21 C 0.5862 -6.3253 -0.0376  C17 1.396, C22 1.395, H65 1.092
22 C 1.3017 -6.4333 1.1551  C21 1.395, C23 1.396, H66 1.094
23 C 1.2650 -5.4023 2.0952  C22 1.396, C24 1.392, H67 1.092
24 C 0.5380 -4.2466 1.8220  C16 1.404, C23 1.392, C25 1.528
25 C 0.2282 -3.2167 2.9081  C24 1.528, C26 1.524, C27 1.527, H68 1.095
26 C 1.3946 -2.9374 3.8490  C25 1.524, H69 1.095, H70 1.099, H71 1.097
27 C -1.0440 -3.5720 3.6742  C25 1.527, H72 1.097, H73 1.101, H74 1.097
28 C 0.2662 -1.6115 0.1119  N15 1.394, C29 1.467, C39 1.351
29 C 1.7051 -1.6514 0.3963  C28 1.467, C30 1.408, C38 1.419
30 C 2.2126 -0.9910 1.5312  C29 1.408, C31 1.387, H75 1.097
31 C 3.5719 -0.9535 1.8023  C30 1.387, C32 1.387, H76 1.088
32 C 4.4311 -1.7110 1.0210  C31 1.387, C33 1.503, C37 1.395
33 C 5.9085 -1.6240 1.2853  C32 1.503, F34 1.368, F35 1.375, F36 1.369
34 F 6.5280 -2.8381 1.1742  C33 1.368
35 F 6.5120 -0.7820 0.3807  C33 1.375
36 F 6.2013 -1.1374 2.5307  C33 1.369
37 C 3.9577 -2.4772 -0.0445  C32 1.395, C38 1.389, H77 1.089
38 C 2.6090 -2.4289 -0.3726  C29 1.419, C37 1.389, H78 1.094
39 C -0.5696 -0.6274 -0.2864  N13 1.401, C28 1.351, C40 1.508
40 C -0.2252 0.6961 -0.9209  C39 1.508, H79 1.107, H80 1.108, C87 1.467
41 H -3.0870 -0.5204 -3.9601  C1 1.096
42 H -3.2549 -2.1343 -4.6839  C1 1.096
43 H -4.7069 -1.2204 -4.2027  C1 1.098
44 H -2.5291 -2.3106 -2.3505  C2 1.094
45 H -4.1929 -3.8686 -1.4802  C3 1.098
46 H -5.4056 -3.2931 -2.6441  C3 1.098
47 H -3.9350 -4.1173 -3.2176  C3 1.097
48 H -6.0411 -1.0542 -2.1991  C5 1.091
49 H -6.9386 0.2213 -0.2491  C6 1.093
50 H -5.4434 0.7543 1.6715  C7 1.092
51 H -1.9361 -0.5475 1.8610  C9 1.097
52 H -3.6851 -2.1370 2.6391  C10 1.098
53 H -3.0096 -1.2147 3.9992  C10 1.096
54 H -4.6062 -0.7892 3.3425  C10 1.098
55 H -2.2738 1.8927 2.0101  C11 1.096
56 H -3.7874 1.6471 2.9138  C11 1.098
57 H -2.2273 1.1709 3.6348  C11 1.096
58 H -1.5545 -4.1612 -1.5136  C18 1.095
59 H -2.5686 -6.2638 -0.8015  C19 1.098
60 H -2.6890 -5.9933 -2.5520  C19 1.099
61 H -1.5209 -7.1837 -1.9115  C19 1.099
62 H 0.4543 -3.9711 -2.8349  C20 1.098
63 H 0.5741 -5.7354 -3.0457  C20 1.100
64 H -0.7817 -4.8276 -3.7710  C20 1.099
65 H 0.5684 -7.1514 -0.7515  C21 1.092
66 H 1.8623 -7.3467 1.3746  C22 1.094
67 H 1.7678 -5.5015 3.0589  C23 1.092
68 H 0.0132 -2.2891 2.3681  C25 1.095
69 H 2.3266 -2.8085 3.2898  C26 1.095
70 H 1.1960 -2.0002 4.3877  C26 1.099
71 H 1.5264 -3.7464 4.5781  C26 1.097
72 H -1.8861 -3.6998 2.9826  C27 1.097
73 H -0.9118 -4.5132 4.2308  C27 1.101
74 H -1.2915 -2.7696 4.3803  C27 1.097
75 H 1.5122 -0.4943 2.2141  C30 1.097
76 H 3.9616 -0.3494 2.6194  C31 1.088
77 H 4.6431 -3.1017 -0.6146  C37 1.089
78 H 2.2219 -2.9911 -1.2271  C38 1.094
79 H 0.7536 0.5499 -1.4159  C40 1.107
80 H -0.9680 0.8370 -1.7306  C40 1.108
81 C 3.5873 4.6519 4.3186  O82 1.441, H103 1.089, H104 1.101, H105 1.099
82 O 3.8599 3.5722 3.4039  C81 1.441, C83 1.364
83 C 2.8123 3.0638 2.6943  O82 1.364, C84 1.409, C102 1.413
84 C 3.1387 2.2025 1.6282  C83 1.409, C85 1.381, H106 1.088
85 C 2.1428 1.7592 0.7800  C84 1.381, C86 1.396, H107 1.090
86 C 0.8108 2.1389 0.9570  C85 1.396, C87 1.533, C101 1.399
87 C -0.1941 1.9666 -0.1882  C40 1.467, C86 1.533, C88 1.558, H108 1.097
88 C 0.0249 3.1475 -1.1807  C87 1.558, C89 1.399, C100 1.401
89 C -1.0607 3.6617 -1.8982  C88 1.399, C90 1.388, H109 1.094
90 C -0.8923 4.7309 -2.7676  C89 1.388, C91 1.405, H110 1.086
91 C 0.3776 5.3093 -2.9357  C90 1.405, O92 1.388, C99 1.394
92 O 0.4801 6.3610 -3.8360  C91 1.388, C93 1.400
93 C 1.5313 7.2747 -3.6984  O92 1.400, C94 1.401, C98 1.402
94 C 1.9738 7.8698 -4.8870  C93 1.401, C95 1.394, H111 1.090
95 C 2.8678 8.9382 -4.8292  C94 1.394, C96 1.400, H112 1.093
96 C 3.3449 9.3945 -3.5950  C95 1.400, C97 1.397, H113 1.094
97 C 2.9509 8.7545 -2.4171  C96 1.397, C98 1.403, H114 1.091
98 C 2.0277 7.6995 -2.4584  C93 1.402, C97 1.403, H115 1.090
99 C 1.4843 4.7604 -2.2889  C91 1.394, C100 1.391, H116 1.093
100 C 1.2911 3.7010 -1.4083  C88 1.401, C99 1.391, H117 1.084
101 C 0.4810 2.9250 2.0658  C86 1.399, C102 1.388, H118 1.090
102 C 1.4584 3.3862 2.9368  C83 1.413, C101 1.388, H119 1.089
103 H 4.5172 4.7838 4.8700  C81 1.089
104 H 3.3337 5.5718 3.7699  C81 1.101
105 H 2.7641 4.3938 4.9987  C81 1.099
106 H 4.1803 1.9411 1.4520  C84 1.088
107 H 2.4123 1.2027 -0.1181  C85 1.090
108 H -1.1836 2.1182 0.2607  C87 1.097
109 H -2.0495 3.2162 -1.7568  C89 1.094
110 H -1.7379 5.1492 -3.3057  C90 1.086
111 H 1.5952 7.4915 -5.8360  C94 1.090
112 H 3.1892 9.4181 -5.7572  C95 1.093
113 H 4.0268 10.2496 -3.5518  C96 1.094
114 H 3.3518 9.0682 -1.4525  C97 1.091
115 H 1.6997 7.2161 -1.5380  C98 1.090
116 H 2.4869 5.1728 -2.4275  C99 1.093
117 H 2.1724 3.3412 -0.8898  C100 1.084
118 H -0.5561 3.2214 2.2188  C101 1.090
119 H 1.1805 4.0292 3.7700  C102 1.089